# C16H31BCl4OSi3

A cluster of 2 separate species, C16H31BCl4OSi3 in total (wB97M-V/def2-TZVPD, the Open Molecules 2025 dataset).

Last column: Löwdin charge in e.
Cartesian coordinates (Å):
Cl: 3.0231 0.3860 10.4124  0.473
B: 2.0484 1.6897 9.5011  -1.831
Cl: 1.8824 3.2647 10.5976  0.426
Cl: 2.9973 2.2026 7.8685  0.389
O: 0.7363 1.2534 9.1778  -0.206
C: -0.1515 2.1507 8.5456  -0.237
C: -1.5477 2.2126 9.1730  -0.179
C: -2.1867 3.4467 9.3050  -0.030
C: -3.4744 3.5095 9.8403  -0.103
C: -4.1193 2.3269 10.2312  -0.697
Cl: -5.6974 2.4061 10.8918  0.665
C: -3.5271 1.0753 9.9803  -0.098
C: -2.2307 1.0213 9.4598  -0.028
H: 0.3339 3.1404 8.5006  0.081
H: -1.6510 4.3419 8.9587  0.123
H: -3.9840 4.4673 9.8888  0.102
H: -4.0894 0.1679 10.1465  0.097
H: -1.7476 0.0616 9.2423  0.109
C: 0.1034 1.3632 3.3661  -0.182
Si: 1.4941 0.0184 3.5445  1.024
C: 3.0090 0.9184 4.2467  -0.193
H: -0.3779 1.8285 7.5561  0.092
C: 0.8201 -1.5353 4.5433  -0.453
Si: -1.0736 -1.7966 4.8780  0.453
C: -1.8467 -0.9672 6.3710  -0.167
C: -1.9620 -1.2470 3.3156  -0.195
C: -1.4558 -3.6396 5.0787  -0.178
Si: 1.8775 -2.2813 5.9936  0.449
C: 1.6452 -1.6248 7.7152  -0.168
C: 1.6013 -4.1514 6.0966  -0.182
C: 3.6745 -2.0886 5.4872  -0.190
H: -0.5913 1.1755 2.5274  0.026
H: -0.5368 1.3945 4.2673  0.049
H: 0.5316 2.3818 3.2393  0.044
H: 3.9816 0.4371 4.0416  0.037
H: 3.0885 1.9566 3.8597  0.050
H: 2.9766 1.0225 5.3412  0.007
H: 0.9449 -2.3666 3.8152  0.022
H: -2.9389 -1.1211 6.3566  0.056
H: -1.4860 -1.3810 7.3212  0.025
H: -1.6767 0.1152 6.4010  0.023
H: -2.8563 -1.8664 3.1533  0.039
H: -2.2793 -0.1974 3.3559  0.026
H: -1.3150 -1.3745 2.4374  0.029
H: -2.4816 -3.8505 4.7378  0.042
H: -0.7862 -4.2691 4.4782  0.027
H: -1.3865 -3.9776 6.1220  0.036
H: 2.4265 -2.0283 8.3830  0.054
H: 1.7052 -0.5304 7.7604  0.004
H: 0.6885 -1.9197 8.1671  0.039
H: 2.5279 -4.6387 6.4390  0.041
H: 0.8079 -4.4288 6.8044  0.033
H: 1.3516 -4.5912 5.1217  0.025
H: 4.2463 -2.9580 5.8413  0.040
H: 3.7822 -2.0528 4.3963  0.022
H: 4.1306 -1.1837 5.9056  0.037

## Properties
- Kohn-Sham gap: 0.1534 hartree
- E: -3437.72266 hartree
- LUMO: -4.184 eV
- Molecular weight: 476.3 g/mol